Entry 1:
C4H6N2 | ωB97M-V with the def2-TZVPD basis set

Largest force on an atom in eV/Å: 2.73
E_LUMO in Eh: 0.030
HOMO in eV: -10.247
SMILES: N#CC[C@@H]1CN1

XYZ file:
```
12
C4H6N2 (ωB97M-V with the def2-TZVPD basis set)
C -1.939 -0.025 -0.038
C -0.724 -0.830 -0.067
C 0.358 -0.092 0.602
C 0.964 1.003 -0.144
H -0.929 -1.819 0.304
H -0.376 -1.026 -1.101
H 0.256 0.107 1.686
H 1.237 1.935 0.323
H 0.569 1.053 -1.197
H 1.742 -0.732 -0.666
N -2.911 0.595 0.156
N 1.753 -0.169 0.143
```

=====

Entry 2:
C4H6N2 | ωB97M-V with the def2-TZVPD basis set

Largest force on an atom in eV/Å: 3.34
E_LUMO in Eh: 0.036
HOMO in eV: -9.010
SMILES: C=C1N2N[C@]12C

XYZ file:
```
12
C4H6N2 (ωB97M-V with the def2-TZVPD basis set)
C 0.442 1.211 0.017
C -0.016 2.395 -0.328
C 0.476 -0.156 -0.023
C -0.370 -1.349 0.158
N 1.881 -0.213 0.008
N 1.191 0.525 1.105
H 0.191 3.203 0.330
H -0.853 2.409 -0.969
H -0.599 -1.794 -0.814
H -1.161 -0.879 0.781
H 0.256 -2.110 0.621
H 2.219 -1.134 0.398
```